(1)
DFT (wB97M-V/def2-TZVPD) results for a molecular structure, C9H3F9N3O10RhS2.

Properties
E_HOMO ... -11.12 eV
E_LUMO ... -0.0556 Ha
Relative energy (zero: lowest compared OMol25 entry of this formula, charge and spin) ... 0.00 kJ/mol
Maximum force ... 0.010 Eh/bohr
M ... 651.2 g/mol
Electronic energy ... -3067.2117 Eh
Spin multiplicity ... 1

Cartesian coordinates (Å):
Rh1 -0.28826 0.00376 -0.13649
F1 -0.11596 -2.14778 -3.02853
C1 1.17464 -1.96827 -3.28199
F2 1.32387 -0.96871 -4.13683
F3 1.68665 -3.07700 -3.79157
S1 2.05304 -1.54168 -1.71773
O1 1.40285 -0.29211 -1.28010
O2 3.42600 -1.41438 -2.04271
N1 1.73424 -2.77594 -0.81379
S2 0.97330 -2.90827 0.53235
O3 1.69102 -3.61018 1.53557
O4 0.37736 -1.63787 1.00222
C2 -0.48788 -3.94858 0.10544
F4 -1.12530 -4.25979 1.22592
F5 -0.09062 -5.05121 -0.50729
F6 -1.30610 -3.26705 -0.68734
O5 0.80822 5.48789 1.07710
C3 1.26008 4.70803 2.04511
O6 1.81303 5.13263 3.02363
C4 1.15015 3.23191 1.83808
C5 1.66301 2.29557 2.71636
N2 1.39420 1.07529 2.22173
N3 0.74540 1.18452 1.06554
C6 0.56028 2.47015 0.81939
C7 -0.25923 2.76995 -0.40118
O7 -0.47162 3.91521 -0.74359
O8 -0.69366 1.71216 -1.02773
H1 0.44191 4.98644 0.30727
H2 2.20292 2.44115 3.63618
H3 1.63668 0.16191 2.57658
F7 -4.64913 -0.77684 0.85897
C8 -4.16924 -0.43230 -0.33437
F8 -4.66859 0.75705 -0.67039
F9 -4.55001 -1.33132 -1.23201
C9 -2.63674 -0.34307 -0.27831
O9 -1.92216 -0.77413 -1.20591
O10 -2.08434 0.19286 0.73042



(2)
DFT (wB97M-V/def2-TZVPD) results for a single C4H8O molecule in a non-equilibrium geometry.

Properties
E_HOMO ... -7.99 eV
E_LUMO ... 0.0355 Ha
Relative energy (zero: lowest compared OMol25 entry of this formula, charge and spin) ... 289.43 kJ/mol
Maximum force ... 0.039 Eh/bohr
M ... 72.1 g/mol
Electronic energy ... -232.3354 Eh
Spin multiplicity ... 1

Cartesian coordinates (Å):
C1 -1.24770 0.17566 0.89147
C2 -0.54417 0.20532 -0.44843
C3 0.73237 0.93524 -0.50913
C4 0.56643 -0.75929 -0.68199
O1 0.95669 -1.44589 0.46614
H1 -0.53932 0.04293 1.71352
H2 -1.98256 -0.63107 0.94051
H3 -1.76589 1.12973 1.03812
H4 -1.21214 0.35628 -1.29177
H5 1.29533 1.15612 0.38399
H6 0.92680 1.56185 -1.38551
H7 1.35523 -0.36849 -1.34476
H8 1.55909 -2.15079 0.21063



(3)
DFT (wB97M-V/def2-TZVPD) results for a molecular structure, C38H42N6O11PRuSTe in a non-equilibrium geometry.

Properties
E_HOMO (spin up / spin down) ... -0.72 / -3.42 eV
E_LUMO (spin up / spin down) ... 0.1152 / 0.0868 Ha
Relative energy (zero: lowest compared OMol25 entry of this formula, charge and spin) ... 167.97 kJ/mol
Maximum force ... 0.048 Eh/bohr
Net charge ... -2
M ... 1050.5 g/mol
Electronic energy ... -3732.0607 Eh
Spin multiplicity ... 6

Cartesian coordinates (Å):
Ru1 0.25360 0.28270 -0.01750
O1 -1.59610 -1.62760 6.49030
C1 -0.77730 -0.72290 6.31550
O2 -0.15040 -0.02600 7.10860
C2 -0.47990 -0.43080 4.79370
C3 -1.17320 -1.13250 3.81580
C4 -0.88230 -0.91190 2.48460
N1 0.02660 -0.02670 2.08050
C5 0.72810 0.61730 3.01970
C6 0.50860 0.44720 4.38010
C7 1.89390 1.48290 2.51360
O3 2.61230 2.04730 3.32700
O4 1.99970 1.48560 1.25940
H1 -1.92150 -1.85240 4.11200
H2 -1.39280 -1.47180 1.71190
H3 1.12530 0.99050 5.08110
O5 0.01260 5.19480 -5.70550
N2 0.04820 3.95840 -5.52090
O6 0.08140 3.17120 -6.48910
C8 0.03730 3.49230 -4.21140
C9 0.00760 4.45670 -3.19180
C10 -0.06810 4.12610 -1.84180
C11 -0.13470 5.07140 -0.79330
C12 -0.23550 4.61920 0.50370
C13 -0.27130 3.25030 0.76850
N3 -0.17240 2.33110 -0.18920
C14 -0.08160 2.74890 -1.47370
C15 -0.01980 1.76100 -2.48640
N4 -0.00400 0.47680 -2.04510
C16 0.00460 -0.51220 -2.93660
C17 0.00180 -0.27870 -4.29780
C18 0.02680 1.02650 -4.77530
C19 0.01990 2.09430 -3.87240
H4 0.01920 5.49260 -3.49330
H5 -0.11700 6.12750 -1.02130
H6 -0.28860 5.31020 1.33250
H7 -0.38310 2.89450 1.78420
H8 0.01400 -1.51870 -2.54160
H9 -0.02710 -1.11350 -4.97940
H10 0.05270 1.21650 -5.83460
C20 -6.20090 -1.48370 0.62400
C21 -5.52580 -2.70680 1.22990
C22 -4.00110 -2.58810 1.15940
N5 -3.53870 -2.59340 -0.20190
C23 -2.92880 -1.57020 -0.83600
S1 -2.69750 -0.05860 -0.11410
N6 -2.57650 -1.73360 -2.12580
C24 -2.51840 -2.85760 -2.99670
O7 -2.80560 -2.63890 -4.18230
C25 -2.06030 -4.13100 -2.50780
C26 -1.47890 -4.35430 -1.23970
C27 -1.08800 -5.61980 -0.86680
C28 -1.22270 -6.70030 -1.73520
C29 -1.70590 -6.47680 -3.02480
C30 -2.11450 -5.22410 -3.40480
H11 -7.28430 -1.56960 0.67790
H12 -5.91810 -1.37530 -0.41930
H13 -5.88840 -0.58440 1.14820
H14 -5.84240 -3.60740 0.69530
H15 -5.81970 -2.81150 2.27630
H16 -3.53930 -3.42260 1.70250
H17 -3.69140 -1.64420 1.61230
H18 -3.71550 -3.42750 -0.74490
H19 -2.43140 -0.86380 -2.63050
H20 -1.28780 -3.53190 -0.57000
H21 -0.64950 -5.76910 0.11210
H22 -0.93070 -7.69550 -1.42330
H23 -1.75300 -7.29930 -3.72850
H24 -2.48560 -5.03530 -4.40140
Te1 3.03070 0.08320 -0.95380
C31 3.66780 -3.05900 2.77650
C32 2.20480 -3.42180 2.98900
C33 1.75380 -2.93980 4.36760
C34 2.00520 -4.93320 2.85300
O8 1.34960 -2.76490 2.03970
P1 1.68330 -2.37090 0.54740
O9 2.85850 -1.39630 0.54360
O10 0.42810 -1.91970 -0.11010
O11 2.16270 -3.79160 -0.02600
C35 2.72260 -4.11360 -1.30260
C36 2.00630 -3.39210 -2.43430
C37 4.20940 -3.75540 -1.31870
C38 2.53110 -5.62680 -1.45180
H25 4.26630 -3.50370 3.56880
H26 3.78520 -1.97890 2.79770
H27 4.01030 -3.42380 1.81230
H28 2.32210 -3.44910 5.14150
H29 0.69560 -3.13670 4.51750
H30 1.91830 -1.86900 4.45820
H31 2.64810 -5.46640 3.55030
H32 2.24580 -5.23810 1.83900
H33 0.96970 -5.18810 3.06270
H34 2.15750 -2.31590 -2.33630
H35 0.94250 -3.61760 -2.40360
H36 2.41190 -3.71340 -3.39140
H37 4.34200 -2.69530 -1.10750
H38 4.62640 -3.97220 -2.29900
H39 4.74510 -4.33300 -0.56860
H40 1.47200 -5.86620 -1.40250
H41 3.05100 -6.15480 -0.65600
H42 2.92290 -5.95740 -2.40930